The following is a quantum chemistry calculation of a structure of composition C36H54OP3PtSi, from the Open Molecules 2025 dataset.

Positions of all 96 atoms, in Å:
Pt1 0.28095 0.17602 0.82255
C1 -3.06948 -0.52868 3.71588
C2 -1.85048 0.09772 3.03454
C3 -1.35054 1.28674 3.86033
P1 -2.01885 0.56201 1.17985
C4 -3.26632 1.93241 1.47458
C5 -3.15858 3.02283 0.39832
C6 -4.74706 1.62965 1.74801
C7 -2.86973 -0.91393 0.49573
C8 -4.14442 -0.88451 -0.05788
C9 -4.80812 -2.05063 -0.41601
C10 -4.18938 -3.27644 -0.22614
C11 -2.87393 -3.30723 0.21684
C12 -2.17694 -2.13359 0.48721
Si1 -0.27510 -1.93293 0.71067
C13 -0.46083 -1.30341 -1.46297
C14 -0.72082 -2.51643 -2.11469
C15 -0.72345 -2.70405 -3.48497
C16 -0.44843 -1.61933 -4.30165
C17 -0.25671 -0.38857 -3.70433
C18 -0.29901 -0.17668 -2.31741
P2 -0.36586 1.63364 -1.83137
C19 -1.70843 2.34547 -2.97312
C20 -2.89244 1.37616 -3.02642
C21 -1.42314 2.87092 -4.38277
C22 1.23549 2.37452 -2.40102
C23 1.83157 2.07681 -3.77904
C24 1.20921 3.87884 -2.11893
C25 1.48123 -2.56923 0.14391
C26 1.68262 -3.71933 -0.61448
C27 2.85036 -3.90585 -1.33898
C28 3.83974 -2.93543 -1.28944
C29 3.70694 -1.86601 -0.41571
C30 2.58117 -1.70756 0.38901
P3 2.64886 -0.69745 1.98503
C31 3.51737 1.04615 2.00389
C32 2.39156 2.08403 2.21411
C33 4.57179 1.21512 3.10839
C34 3.92692 -1.79115 2.86649
C35 3.30043 -3.15552 3.16449
C36 5.30053 -2.00426 2.21969
H1 -2.78226 -0.90962 4.70084
H2 -3.47812 -1.36475 3.14423
H3 -3.86406 0.20082 3.88019
H4 -1.05217 -0.63688 3.04418
H5 -2.16557 1.95376 4.15439
H6 -0.59870 1.86971 3.32338
H7 -0.89247 0.92136 4.78176
H8 -2.86773 2.38229 2.38146
H9 -3.54300 2.67809 -0.56423
H10 -2.12409 3.33871 0.25831
H11 -3.74560 3.89796 0.69480
H12 -5.33506 1.67269 0.83071
H13 -5.14706 2.40280 2.40897
H14 -4.92314 0.66490 2.21518
H15 -4.63332 0.06396 -0.22671
H16 -5.80810 -1.99588 -0.82741
H17 -4.70345 -4.19610 -0.47645
H18 -2.36266 -4.26131 0.27181
H19 -0.91909 -3.40180 -1.51382
H20 -0.91804 -3.68663 -3.90227
H21 -0.41366 -1.71724 -5.38038
H22 -0.08741 0.45877 -4.35382
H23 -2.03117 3.22036 -2.39606
H24 -2.71227 0.58248 -3.75234
H25 -3.80549 1.90269 -3.32655
H26 -3.07786 0.89656 -2.06151
H27 -1.12562 2.07777 -5.07019
H28 -0.65306 3.64070 -4.39227
H29 -2.33491 3.32292 -4.79210
H30 1.93135 1.93152 -1.67632
H31 1.20135 2.38428 -4.61602
H32 2.04983 1.01454 -3.88808
H33 2.78182 2.61273 -3.87498
H34 0.61702 4.43743 -2.85062
H35 2.22551 4.28040 -2.14765
H36 0.79637 4.08124 -1.12845
H37 0.88019 -4.43611 -0.73509
H38 2.96045 -4.77344 -1.97808
H39 4.73723 -3.03774 -1.88782
H40 4.52460 -1.16545 -0.30851
H41 3.99156 1.22616 1.04192
H42 2.05279 2.00649 3.27448
H43 1.34571 1.93434 1.51008
H44 2.75037 3.11004 2.06539
H45 4.17165 0.99013 4.10137
H46 4.89430 2.25931 3.11661
H47 5.46096 0.59967 2.95730
H48 4.08114 -1.28379 3.82352
H49 3.13588 -3.71523 2.24054
H50 2.33991 -3.05096 3.67369
H51 3.95919 -3.75524 3.80260
H52 5.25346 -2.79611 1.47109
H53 6.03573 -2.31259 2.97217
H54 5.68578 -1.10770 1.73353
O1 1.98231 1.06611 0.27102

Atoms 1-2, force components in eV/Å:
-0.2 2.9 -0.3
0.0 0.0 0.0

Results
Largest force on an atom in eV/Å: 4.4
Gap between HOMO and LUMO (spin up / spin down) in eV: 5.46 / 5.44
Electronic energy in eV: -79240.9851
Spin multiplicity: 1
Energy above the lowest of the compared OMol25 structures with the same formula, charge and spin in kcal per mole: 65.8
E_HOMO (spin up / spin down) in eV: -3.0 / -3.0
Net charge: -1